Below is an isolated ion of composition C5H6N and charge +1 at a distorted geometry, with properties calculated with wB97M-V/def2-TZVPD.

Geometry as XYZ:
```
12
Properties=species:S:1:pos:R:3
N 0.70 1.88 0.85
C -0.26 -3.82 0.22
C -0.42 -0.12 -0.27
C -1.01 -1.66 -1.01
C 0.68 0.68 0.03
C -0.75 -2.75 -0.26
H -0.21 2.05 1.21
H 1.46 2.00 1.61
H 1.71 0.26 -0.30
H -1.37 -1.64 -2.04
H -1.46 0.34 -0.26
H 0.94 2.79 0.22
```

The value obtained for the HOMO-LUMO gap is 8.3 eV. As for the max |F|: 0.1095 Eh/bohr. As for the total charge: +1. The calculation puts the energy relative to the best compared isomer or geometry (same formula, charge and spin) at 191.39 kcal per mole. The LUMO energy comes out at -5.33 eV.

Below is an isolated ion of composition C5H6N and charge +1 at a distorted geometry, with properties calculated with wB97M-V/def2-TZVPD.

Geometry as XYZ:
```
12
Properties=species:S:1:pos:R:3
N -1.39 1.05 -0.34
C 1.05 1.08 0.06
C 0.79 -0.62 -0.19
C -0.26 1.37 -0.33
C -0.57 -1.06 0.09
C -1.70 -0.18 0.05
H 1.94 1.36 -0.58
H 1.16 -0.99 -1.21
H 1.34 -1.05 0.57
H -2.73 -0.34 0.31
H 1.27 1.46 1.10
H -0.90 -2.07 0.46
```

The value obtained for the HOMO-LUMO gap (alpha / beta) is 8.5 / 8.5 eV. As for the max |F|: 0.1233 Eh/bohr. As for the total charge: +1. The calculation puts the energy relative to the best compared isomer or geometry (same formula, charge and spin) at 92.10 kcal per mole. As for the SMILES: C1#[N+]C=CCC1. The LUMO energy (alpha / beta) comes out at -5.92 / -5.92 eV.

Below is an isolated ion of composition C5H6N and charge +1 at a distorted geometry, with properties calculated with wB97M-V/def2-TZVPD.

Geometry as XYZ:
```
12
Properties=species:S:1:pos:R:3
N -0.24 0.86 0.17
C -0.14 -1.55 -0.78
C -0.22 2.02 1.01
C 0.04 -0.32 0.06
C -1.15 1.87 -0.10
C 1.00 -1.39 0.16
H 0.12 -1.16 -1.76
H -0.94 -2.29 -0.55
H 0.45 2.78 1.47
H -2.14 2.11 -0.46
H 1.89 -1.10 -0.31
H 1.34 -1.84 1.10
```

The value obtained for the HOMO-LUMO gap is 9.1 eV. As for the max |F|: 0.1350 Eh/bohr. As for the total charge: +1. The calculation puts the energy relative to the best compared isomer or geometry (same formula, charge and spin) at 150.75 kcal per mole. As for the SMILES: C1=C[N+]1=C1CC1. The LUMO energy comes out at -5.50 eV.

Below is an isolated ion of composition C5H6N and charge +1 at a distorted geometry, with properties calculated with wB97M-V/def2-TZVPD.

Geometry as XYZ:
```
12
Properties=species:S:1:pos:R:3
N -1.26 -0.02 -0.17
C 0.29 0.81 0.99
C 2.57 0.01 -0.23
C -0.05 0.01 -0.32
C 1.25 0.28 0.26
C -2.58 0.23 -0.26
H 2.59 -1.15 -0.53
H -2.78 0.61 -1.26
H -3.16 -0.62 0.01
H 3.32 0.38 0.37
H 2.53 0.54 -1.22
H -2.70 1.03 0.38
```

The value obtained for the HOMO-LUMO gap is 9.0 eV. As for the max |F|: 0.1433 Eh/bohr. As for the total charge: +1. The calculation puts the energy relative to the best compared isomer or geometry (same formula, charge and spin) at 160.38 kcal per mole. The LUMO energy comes out at -6.60 eV.

Below is an isolated ion of composition C5H6N and charge +1 at a distorted geometry, with properties calculated with wB97M-V/def2-TZVPD.

Geometry as XYZ:
```
12
Properties=species:S:1:pos:R:3
N -1.14 0.59 -1.24
C -0.13 0.42 -0.32
C 1.15 1.17 -0.14
C -1.73 0.26 -0.10
C -0.81 -0.52 0.73
C -0.37 -1.67 0.04
H 1.81 0.46 0.16
H -0.87 -0.14 1.76
H 0.11 -2.47 0.61
H 1.12 1.97 0.66
H 1.42 1.64 -1.09
H -0.57 -1.71 -1.08
```

The value obtained for the HOMO-LUMO gap (alpha / beta) is 8.7 / 8.7 eV. As for the max |F|: 0.0656 Eh/bohr. As for the total charge: +1. The calculation puts the energy relative to the best compared isomer or geometry (same formula, charge and spin) at 150.83 kcal per mole. The LUMO energy (alpha / beta) comes out at -6.33 / -6.33 eV.

Below is a 2-piece molecular cluster, C5H6N2 overall at a distorted geometry, with properties calculated with wB97M-V/def2-TZVPD.

Geometry as XYZ:
```
13
Properties=species:S:1:pos:R:3
N -0.52 0.94 0.50
N 0.88 2.09 -1.00
C -1.47 0.03 0.94
C 0.05 1.51 -0.35
C -2.46 -0.22 0.03
C 3.37 -1.24 0.16
C 2.80 -0.29 -0.31
H -3.34 -0.77 0.27
H 2.57 0.64 -0.78
H -2.28 0.26 -0.91
H -1.28 -0.20 2.05
H 0.97 3.03 -1.28
H 3.58 -2.03 0.77
```

The value obtained for the HOMO-LUMO gap is 10.0 eV. As for the max |F|: 0.0560 Eh/bohr. As for the total charge: 0. The calculation puts the energy relative to the best compared isomer or geometry (same formula, charge and spin) at 103.08 kcal per mole. As for the SMILES: C=CN=C=N.C#C. The LUMO energy comes out at 0.96 eV.

Below is a single C5H6N2 molecule at a distorted geometry, with properties calculated with wB97M-V/def2-TZVPD.

Geometry as XYZ:
```
13
Properties=species:S:1:pos:R:3
N -0.05 -1.24 -0.22
N -0.83 -0.09 -0.11
C 2.57 0.04 0.02
C -0.12 1.00 0.13
C 1.19 0.67 0.37
C -2.21 -0.38 -0.07
C 1.29 -0.72 0.12
H -2.33 -0.99 0.80
H -2.46 -0.91 -1.13
H -2.92 0.56 -0.13
H -0.56 1.94 0.32
H 3.35 -0.22 0.77
H 3.07 0.33 -0.86
```

The value obtained for the HOMO-LUMO gap is 9.8 eV. As for the max |F|: 0.0982 Eh/bohr. As for the total charge: 0. The calculation puts the energy relative to the best compared isomer or geometry (same formula, charge and spin) at 129.53 kcal per mole. As for the SMILES: Cn1cc2c(n1)C2. The LUMO energy comes out at 0.88 eV.

Below is a single C5H6N2 molecule at a distorted geometry, with properties calculated with wB97M-V/def2-TZVPD.

Geometry as XYZ:
```
13
Properties=species:S:1:pos:R:3
N 0.81 0.82 -0.12
N 0.76 1.62 0.81
C 1.46 1.26 -1.36
C -0.98 -0.62 0.55
C -1.85 0.01 1.46
C 0.20 -0.41 -0.15
C -1.69 -1.50 1.44
H 0.42 -1.15 -0.93
H 2.59 1.33 -1.36
H -2.72 -1.95 1.38
H 1.14 0.47 -2.11
H 1.02 2.31 -1.59
H -1.16 -2.19 1.98
```

The value obtained for the HOMO-LUMO gap (alpha / beta) is 6.8 / 6.8 eV. As for the max |F|: 0.0948 Eh/bohr. As for the total charge: 0. The calculation puts the energy relative to the best compared isomer or geometry (same formula, charge and spin) at 204.29 kcal per mole. The LUMO energy (alpha / beta) comes out at -1.32 / -1.32 eV.

Question: Look up the max |F| of the fourth one.
Answer: 0.1433 Eh/bohr

Question: What is the formula in the second record?
Answer: C5H6N